Molecular formula: C5H15NO2
Method: DFT, wB97M-V/def2-TZVPD

Properties
total charge	0
Kohn-Sham gap	10.10	eV
SMILES string	CC[C@@H](C)NCO.O
spin multiplicity	1

Each line ends with the Mulliken charge.
Element x y z (Å)
O  -1.51  -0.86  -2.84  -0.5469
O  3.19  0.92  -0.95  -0.6812
N  0.14  -0.28  -1.17  -0.3423
C  -1.55  -0.87  0.63  -1.4330
C  0.04  1.06  0.85  -0.4829
C  -0.16  -0.33  0.27  0.4465
C  -0.37  -1.27  -2.07  -0.5566
C  0.30  1.07  2.35  -1.3866
H  0.62  -0.96  0.71  0.1715
H  0.46  2.08  2.73  0.3793
H  3.75  0.62  -0.22  0.3104
H  -1.96  -1.56  -0.11  0.3935
H  -0.79  1.75  0.64  0.3357
H  -0.64  -2.16  -1.50  0.3605
H  -1.60  -1.25  1.65  0.3608
H  0.07  0.66  -1.53  0.2758
H  -0.51  0.65  2.94  0.3207
H  0.88  1.55  0.38  0.3875
H  -2.25  -0.03  0.59  0.3422
H  0.39  -1.53  -2.81  0.3398
H  -2.00  -0.18  -2.35  0.3391
H  2.33  0.50  -0.79  0.3299
H  1.16  0.44  2.60  0.3362